47
Properties=species:S:1:pos:R:3:forces:R:3 method="wB97M-V/def2-TZVPD" gap_ev=8.1 lumo_ev=0.3 smiles="O=C(c1ccc(F)cc1)C1CCN(C(=S)NC[C@H]2CCCO2)CC1"
O 2.362457 1.537896 1.396948 0.0 0.0 0.1
C 2.556177 0.839827 0.425755 -0.2 0.0 -0.3
C 3.932139 0.391620 0.079602 0.4 0.0 0.2
C 4.859918 0.324349 1.120345 -0.1 0.0 -0.2
C 6.159894 -0.077908 0.891038 0.2 -0.1 -0.1
C 6.531538 -0.400462 -0.402705 -0.2 0.1 0.0
F 7.796233 -0.789972 -0.643011 -0.1 0.0 0.0
C 5.640641 -0.326510 -1.460095 0.3 -0.1 0.0
C 4.339368 0.067171 -1.213932 -0.1 0.1 0.2
C 1.428596 0.367704 -0.478627 -0.3 0.1 0.0
C 1.361822 -1.167255 -0.518086 0.0 0.0 0.1
C 0.829038 -1.710988 0.807440 0.3 -0.3 -0.2
N -0.479938 -1.156505 1.088590 -0.2 0.0 0.1
C -1.572651 -1.770216 0.557828 -0.1 -0.3 0.4
S -1.459617 -3.199606 -0.276098 0.1 -0.7 -0.5
N -2.791314 -1.245890 0.835842 0.2 0.6 0.2
C -3.944408 -1.493975 0.011331 -0.3 0.1 -0.5
C -4.414332 -0.202918 -0.671057 -0.2 -0.3 0.2
C -5.072778 0.819027 0.290376 0.1 0.0 -0.2
C -4.318905 2.128341 0.021999 0.1 -0.1 -0.2
C -3.599559 1.825158 -1.296380 -0.1 0.3 0.0
O -3.291914 0.452411 -1.240491 0.1 -0.2 0.0
C -0.393609 0.280481 1.268216 -0.1 0.4 0.0
C 0.079113 0.940033 -0.031005 0.2 0.1 0.1
H 4.537232 0.591811 2.115267 0.0 0.0 0.1
H 6.881700 -0.140548 1.689711 0.1 0.0 0.1
H 5.972372 -0.574065 -2.456030 0.1 0.0 -0.1
H 3.652944 0.139829 -2.042727 -0.1 0.0 -0.1
H 1.647820 0.739662 -1.485814 0.0 0.0 0.0
H 2.342486 -1.596636 -0.723174 0.0 0.0 0.0
H 0.677449 -1.476886 -1.310458 0.0 0.0 0.0
H 0.743831 -2.797234 0.758819 0.1 0.2 0.1
H 1.495300 -1.438379 1.631425 0.0 0.0 0.0
H -2.817323 -0.370682 1.336843 0.1 -0.1 0.0
H -4.763752 -1.904662 0.610843 0.0 0.0 -0.1
H -3.652484 -2.234008 -0.738530 -0.1 0.1 0.2
H -5.125067 -0.468466 -1.469017 0.1 0.0 0.1
H -6.132926 0.918274 0.064249 0.0 0.0 0.1
H -4.979966 0.503167 1.328929 -0.1 0.0 0.1
H -3.588502 2.327996 0.806993 0.0 0.0 0.0
H -4.979599 2.987487 -0.061701 0.0 0.1 0.0
H -4.262638 2.030503 -2.149642 0.1 0.0 0.0
H -2.666880 2.374489 -1.426692 -0.1 0.0 0.0
H -1.348672 0.709467 1.571449 0.1 0.0 0.0
H 0.324313 0.476887 2.068018 -0.2 0.0 0.0
H 0.171052 2.016139 0.124899 0.0 0.0 0.0
H -0.666611 0.754024 -0.807504 0.0 0.0 0.0